Version P
Molecular formula: C4H5O3P
Method: DFT, ωB97M-V with the def2-TZVPD basis set

```
13
C4H5O3P (ωB97M-V with the def2-TZVPD basis set)
H 1.30862 0.21031 1.21745
H -0.83578 -1.18495 -1.96524
H 0.15932 0.42411 -2.23314
H 0.46183 2.66238 -0.69114
C 0.86834 2.12038 0.17463
O -1.92865 -2.16290 -0.10692
P -0.83216 -1.56013 0.81308
O -1.47441 -1.01579 2.11793
C 0.66659 0.82822 0.46253
C -0.26690 -0.38674 -1.61524
C -0.11604 -0.20702 -0.15065
H 1.54162 2.70585 0.96287
O 0.44764 -2.43373 1.01383
```

Calculated values
total charge = -2
LUMO level = 6.350 eV

***

Version Q
Molecular formula: C4H5O3P
Method: DFT, ωB97M-V with the def2-TZVPD basis set

```
13
C4H5O3P (ωB97M-V with the def2-TZVPD basis set)
H 0.67945 0.54302 1.66665
H 0.78870 -1.74832 2.18555
C 0.50647 -1.50842 1.25464
O 0.38784 1.70210 -0.48386
C 0.42872 -0.18763 0.96442
H -2.26469 1.15618 -0.05885
H -2.22680 -0.40421 0.94899
P 0.95702 0.74247 -1.76161
O 0.38159 1.08923 -3.10877
C -2.23231 0.03585 -0.15060
C 0.08985 0.25015 -0.32397
H 0.01196 -2.27091 0.56024
O 2.49220 0.60049 -1.69285
```

Calculated values
total charge = -2
LUMO level = 6.938 eV

***

Among the structures above, stability is greatest for version P.